[1]
# C4H13NO2

A cluster of 3 separate species, C4H13NO2 in total in a non-equilibrium geometry (the ωB97M-V functional and the def2-TZVPD basis, OMol25).

Each line ends with the natural charge from an NBO analysis.
Positions of all 20 atoms, in Å:
C  1.54270  -1.77843  0.22463  -0.5370
C  0.94015  -1.08972  -0.76640  0.0080
N  -0.29492  -0.62955  -0.55446  -0.6455
C  -1.26453  -0.13497  -1.67724  -0.2266
C  -1.67657  1.27992  -1.30679  -0.6148
H  2.66844  -2.03999  0.22607  0.2073
H  1.09828  -1.92289  1.12892  0.1694
H  1.33654  -1.03130  -1.78996  0.2074
H  -0.96986  -1.13648  0.07437  0.3821
H  -0.68519  0.13802  -2.52196  0.2016
H  -1.94448  -0.93682  -1.79110  0.1988
H  -2.50464  1.66400  -1.98882  0.2178
H  -1.91794  1.38307  -0.25394  0.2163
H  -0.78584  2.01926  -1.53615  0.2135
O  0.65412  2.23744  1.49604  -0.9640
H  0.98535  1.96698  2.29394  0.4871
H  0.42676  1.62443  0.85256  0.4759
O  0.68549  -0.37228  2.92059  -0.9431
H  1.46049  -0.86914  2.89306  0.4723
H  0.24565  -0.37156  2.07662  0.4737

Cartesian forces, eV/Å:
C 4.1 0.3 -2.7
C 1.5 -2.3 0.6
N -5.3 1.4 -0.9
C 3.1 1.2 2.3
C 0.0 1.8 -1.1
H -2.1 0.3 -0.5
H -1.4 -0.4 2.2
H 0.1 0.5 0.6
H 1.9 0.5 -0.4
H 0.6 -1.2 -1.3
H -1.2 -0.2 -0.6
H 0.8 -0.5 1.1
H -0.4 0.2 0.0
H -1.6 -1.6 0.6
O -0.8 4.3 -1.6
H 1.1 -2.0 2.5
H -0.3 -2.3 -1.1
O -2.0 1.6 1.3
H 1.8 -1.3 -0.5
H 0.2 -0.1 -0.5

Computed properties:
Spin multiplicity: 1
Total charge: 0
SMILES: C=CNCC.O.O
Energy, hartree: -365.347177
Energy above the lowest of the compared OMol25 structures with the same formula, charge and spin, kcal per mole: 59.8
Kohn-Sham gap, Ha: 0.3336

[2]
# C4H13NO2

A cluster of 3 separate species, C4H13NO2 in total in a non-equilibrium geometry (the ωB97M-V functional and the def2-TZVPD basis, OMol25).

Each line ends with the natural charge from an NBO analysis.
Positions of all 20 atoms, in Å:
C  0.32729  1.03361  -2.69774  -0.0560
N  0.22875  0.69429  -1.48385  -0.3769
C  0.24724  -0.71754  -1.15827  -0.2520
C  1.36976  -1.00302  -0.18608  -0.4205
C  1.03736  -2.04618  0.91906  -0.6399
H  0.31122  0.38609  -3.59118  0.1352
H  0.08281  2.01442  -3.01977  0.1693
H  -0.66512  -0.86957  -0.54643  0.1755
H  0.06706  -1.40478  -1.97214  0.1876
H  2.24532  -1.45407  -0.74965  0.2090
H  1.68116  -0.11431  0.35043  0.2237
H  1.07334  -1.57997  1.93272  0.2090
H  -0.02950  -2.30666  0.92724  0.2067
H  1.73466  -2.85959  1.18001  0.2271
O  -1.55743  0.46806  2.02138  -0.9204
H  -2.07851  0.05910  1.30490  0.4637
H  -0.72254  0.23420  1.57574  0.4587
O  -2.02674  3.18242  1.34955  -0.9189
H  -2.25035  3.10057  2.29052  0.4604
H  -1.07578  3.18294  1.55357  0.4586

Cartesian forces, eV/Å:
C -1.4 -0.8 -0.4
N 0.3 0.0 -0.9
C -1.3 0.6 1.8
C 1.9 -2.4 -0.1
C -0.5 0.9 2.0
H 0.5 -0.6 0.6
H 0.4 1.4 0.3
H 0.0 0.2 -0.3
H 0.7 -0.2 -0.6
H -0.7 1.0 0.5
H 0.1 0.4 -0.5
H 0.0 0.4 -0.6
H 0.4 -0.8 -0.5
H -0.4 -0.1 -1.2
O 0.5 -1.3 -1.4
H -0.8 0.5 0.7
H 0.4 0.5 0.8
O 0.9 0.4 1.3
H -1.0 -0.2 -0.3
H 0.1 0.0 -1.1

Computed properties:
Spin multiplicity: 1
Total charge: 0
SMILES: C=NCCC.O.O
Energy, hartree: -365.358833
Energy above the lowest of the compared OMol25 structures with the same formula, charge and spin, kcal per mole: 52.5
Kohn-Sham gap, Ha: 0.3996